The following is a quantum chemistry calculation of one molecule with the formula C5H8O2, from the Open Molecules 2025 dataset.

Each line ends with the natural charge from an NBO analysis.
Atoms and positions in Å:
O (-0.64, -1.06, 1.77)  -0.70
O (1.79, -1.13, 0.85)  -0.57
C (1.04, -0.44, 0.18)  0.58
C (-0.38, -0.32, 0.63)  0.13
C (-1.49, -0.20, -0.39)  -0.42
C (-1.12, 0.98, 0.46)  -0.42
C (1.53, 0.25, -1.07)  -0.72
H (-1.24, -0.18, -1.45)  0.22
H (-2.39, -0.74, -0.13)  0.24
H (-0.62, 1.83, 0.00)  0.22
H (1.83, -0.51, -1.79)  0.25
H (0.21, -1.47, 1.99)  0.50
H (2.43, 0.83, -0.82)  0.25
H (0.80, 0.91, -1.53)  0.22
H (-1.77, 1.23, 1.29)  0.24

The value obtained for the total energy is -345.7671 Ha. As for the SMILES: CC(=O)C1(O)CC1. Its energy above the lowest of the compared OMol25 structures with the same formula, charge and spin is 99.4 kJ/mol. The HOMO-LUMO gap comes out at 10.6040 eV.